Entry from the OMol25 dataset: a 4-piece molecular cluster, C3H16N2O3 overall (ωB97M-V/def2-TZVPD).

Gap between HOMO and LUMO, eV: 9.627
SMILES string: NCCCN.O.O.O
Maximum force, Eh/bohr: 0.048
LUMO, eV: 0.3466
Energy, eV: -12491.8578
Energy above the lowest of the compared OMol25 structures with the same formula, charge and spin, kcal per mole: 43.1

The geometry in XYZ format:
```
24
Properties=species:S:1:pos:R:3:forces:R:3
N 1.554042 -0.118706 2.165955 0.294 2.126 -0.144
C 0.915337 1.163092 1.676213 0.468 -2.292 -0.761
C -0.347914 0.784564 0.865789 -0.525 0.332 -0.313
C -0.319145 -0.316294 -0.252750 1.360 -0.429 0.271
N -1.693545 -0.705826 -0.586856 -0.936 1.583 -0.630
H 0.900858 -0.549017 2.792440 -0.028 -0.512 0.083
H 1.714822 -0.716302 1.363054 -0.202 -0.136 0.332
H 0.678540 1.816595 2.508167 -0.219 -0.105 0.194
H 1.648036 1.709665 1.086009 0.106 -0.074 -0.222
H -0.703843 1.668048 0.312757 -0.136 0.134 0.312
H -1.123437 0.562447 1.621670 0.079 -0.133 -0.518
H 0.292223 0.056175 -1.123385 -1.414 -0.818 1.304
H 0.152042 -1.300180 0.002585 0.012 1.408 0.064
H -1.755009 -1.159422 -1.495289 0.328 -0.308 0.260
H -2.288360 0.142799 -0.723567 0.588 -0.806 0.402
O -0.645527 -2.128479 1.736188 -0.422 -0.775 0.458
H -0.931412 -1.445614 2.346025 -0.106 -0.032 0.092
H -1.368554 -2.169192 1.091470 0.056 0.092 0.060
O 1.151271 1.474944 -2.399331 0.691 0.198 0.618
H 0.383314 2.025406 -2.580101 -0.038 -0.035 0.192
H 1.042944 1.085862 -1.497533 0.153 1.276 -0.945
O 0.338579 -0.973850 -3.032828 0.274 -1.234 -0.395
H 0.966837 -0.264623 -2.821355 -0.770 0.080 -0.632
H -0.562109 -0.642083 -3.055317 0.386 0.463 -0.083
```
Positions in Å, forces in eV/Å.

***

Entry from the OMol25 dataset: C16H14F2N3O4S as an isolated structure (ωB97M-V/def2-TZVPD).

Gap between HOMO and LUMO, eV: 6.815
Maximum force, Eh/bohr: 0.354
LUMO, eV: 2.5154
Charge: -1
Energy, eV: -45737.6893

The geometry in XYZ format:
```
40
Properties=species:S:1:pos:R:3:forces:R:3
C -1.169154 6.638520 -0.311978 -0.200 -0.347 -4.980
H -2.209937 6.817524 -0.287161 -0.883 1.442 0.850
H -0.494051 6.907594 0.462097 0.058 0.104 0.971
H -0.773677 7.049568 -1.353812 -0.570 0.028 2.255
O -1.280986 5.245046 -0.612602 1.944 -0.907 1.800
C -0.034450 4.706622 -0.512861 2.175 0.270 -0.556
C 1.129599 5.390070 -0.524320 5.402 0.068 -1.588
C 2.464652 4.492315 -0.883283 -4.138 0.893 2.571
N 2.432121 3.215144 -0.879861 -0.642 -1.754 -0.166
C 1.171038 2.496168 -0.692981 6.690 0.103 -0.654
C 0.199234 3.283147 -0.479411 -9.267 1.197 -0.183
O -1.124552 2.797529 -0.579083 -1.665 -2.365 1.161
C -1.679865 1.561035 0.193269 4.553 3.119 4.551
H -0.739007 1.495283 1.224680 -3.017 -0.176 -3.205
H -1.507733 0.646643 -0.345307 -0.793 -0.229 -0.229
H -2.584124 1.845067 0.848943 1.004 -0.505 -2.070
C 1.154566 1.035103 -0.699317 11.310 1.821 0.554
H 0.351362 0.592733 -0.954333 -5.350 -3.300 -1.736
H 2.281962 0.651388 -1.365076 -3.882 1.117 1.564
S 1.819329 0.404091 1.102180 5.483 -3.762 -8.376
O 1.002081 1.128161 1.886255 -6.168 6.554 8.347
C 1.048544 -1.079936 0.850174 -2.077 -7.282 -1.821
N -0.029273 -1.315428 0.032599 -1.267 3.863 0.082
C -0.368949 -2.575351 0.172464 -3.215 -2.392 -5.680
C -1.181447 -3.440671 -0.762777 -3.417 1.486 4.100
C -1.377247 -4.855773 -0.352803 -7.591 8.122 -9.315
C -0.572119 -5.383979 0.367923 14.600 -5.407 9.451
C 0.799121 -4.699173 0.997961 -8.494 4.661 -3.644
C 0.590564 -3.190111 0.876615 2.648 -8.257 1.873
N 1.451980 -2.340867 1.267586 5.016 4.989 3.310
H 1.519066 -5.159466 1.554534 1.676 -1.302 1.227
C -0.406858 -6.840491 0.479412 -0.542 -1.052 4.361
O -1.471477 -7.507269 0.152833 -2.599 3.464 -1.257
H -1.553991 -8.401874 0.240029 0.675 -3.618 0.717
F 0.653712 -7.430458 0.050401 2.573 -0.363 -1.974
F -0.086990 -7.248595 2.035037 -1.094 0.961 -1.633
H -2.128180 -5.437706 -0.940337 0.481 0.566 0.829
H -2.218419 -2.914959 -0.894457 1.905 -0.876 -1.090
H 3.437260 4.949865 -0.837270 0.153 0.500 -0.453
H 1.486298 6.473489 -0.525963 -1.474 -1.437 0.032
```
Positions in Å, forces in eV/Å.

***

Entry from the OMol25 dataset: an isolated ion of composition C6H7N2O4P and charge -2 (ωB97M-V/def2-TZVPD).

Gap between HOMO and LUMO (spin up / spin down), eV: 6.007 / 5.609
Maximum force, Eh/bohr: 0.089
LUMO (spin up / spin down), eV: 6.3478 / 6.3431
Charge: -2
Energy, eV: -26791.4914
Energy above the lowest of the compared OMol25 structures with the same formula, charge and spin, kcal per mole: 64.0

The geometry in XYZ format:
```
20
Properties=species:S:1:pos:R:3:forces:R:3
C 1.047012 -2.710951 -1.267542 1.408 0.126 0.384
C 2.175997 -1.886932 -1.341044 -1.059 0.348 0.443
C -0.180486 -1.415031 0.308940 2.191 0.694 1.012
C 1.208130 -0.673956 0.386840 -0.278 0.387 -0.236
C -0.237024 2.698039 -0.345380 2.039 -0.064 -0.257
C -0.900163 1.971646 0.691823 0.490 -1.880 4.033
N 0.095575 -2.600086 -0.319054 0.376 -2.782 -2.758
N 2.161718 -0.869806 -0.384211 0.518 0.245 0.317
O -1.159307 -0.641555 -0.351973 -0.165 0.865 1.369
O -3.114570 0.831392 -0.201697 -1.114 0.705 -1.150
O -2.195860 0.021365 1.995656 0.961 -0.245 0.928
O -0.359614 2.087052 2.021730 1.200 3.256 -3.019
P -1.932277 0.492216 0.609817 -0.812 -0.400 -1.501
H 1.192302 -3.585182 -1.963227 -0.997 0.240 0.906
H 3.139524 -2.073674 -1.808093 -0.416 -0.199 -0.361
H -0.383593 -1.642025 1.355346 -1.054 0.364 -0.093
H 0.824251 2.471041 -0.549854 0.157 -1.023 0.525
H -0.051793 3.743805 -0.188441 -1.087 1.138 -0.006
H -0.689897 2.367720 -1.235751 -0.934 0.492 -1.457
H -0.639923 1.414922 2.586116 -1.423 -2.265 0.921
```
Positions in Å, forces in eV/Å.